Record 1
A structure of composition C31H34F7FeIN2O2P2Sb. Source: OMol25; level of theory: ωB97M-V with the def2-TZVPD basis set.

Element x y z (Å)
Fe 0.11199 0.16236 0.16503
C 0.73948 -0.26645 -4.36485
C -0.52326 0.33434 -3.82729
N -1.52533 0.49206 -4.66254
C -2.67551 1.03461 -4.23936
C -2.86138 1.51944 -2.96946
C -4.17824 2.14040 -2.56909
O -4.63697 1.70545 -1.30123
C -1.79500 1.37224 -2.05373
C -1.91844 1.96766 -0.74583
N -1.19450 1.67150 0.28419
C -1.41498 2.39925 1.48836
C -1.41446 3.78876 1.49506
C -1.62575 4.47825 2.68098
C -1.84233 3.78399 3.86138
C -1.83867 2.39504 3.86553
C -1.61389 1.71024 2.68439
I -1.57823 -0.37351 2.63052
C -0.62544 0.71866 -2.46537
O 0.39270 0.49249 -1.64196
H 0.57465 -0.55037 -5.40050
H 1.03330 -1.15084 -3.80064
H 1.56367 0.44883 -4.32274
H -3.47627 1.08132 -4.96817
H -4.91186 1.94477 -3.35511
H -4.08578 3.22712 -2.48949
H -4.69737 0.74062 -1.28871
H -2.68140 2.72875 -0.61578
H -1.24479 4.32399 0.56845
H -1.62586 5.55965 2.67931
H -2.01607 4.31969 4.78449
H -2.01027 1.85119 4.78456
C 2.23690 2.70320 0.40011
P 1.82731 1.21771 1.34955
C 1.64732 1.78005 3.06029
C 3.27945 0.13601 1.34395
C 4.52321 0.58102 1.78529
C 5.60485 -0.28295 1.78072
C 5.45315 -1.59344 1.34404
C 4.21896 -2.04163 0.90577
C 3.12698 -1.17738 0.90593
P 1.48634 -1.69894 0.36053
C 0.88353 -2.93025 1.53700
C 1.64334 -2.55463 -1.21449
H 3.18352 3.12923 0.73450
H 1.43997 3.43297 0.55068
H 2.29540 2.44822 -0.65631
H 2.61674 2.12784 3.41980
H 1.30301 0.96163 3.69133
H 0.93033 2.59853 3.10759
H 4.65528 1.60142 2.12578
H 6.57316 0.06497 2.11468
H 6.30223 -2.26358 1.33848
H 4.11370 -3.06287 0.56038
H 1.54519 -3.79810 1.51751
H -0.12229 -3.23686 1.24391
H 0.86669 -2.51604 2.54400
H 2.47961 -3.25344 -1.17690
H 1.81438 -1.81700 -1.99407
H 0.71210 -3.08594 -1.41356
F 8.26118 -2.80630 -1.58092
C 7.23436 -1.95815 -1.74322
C 7.40026 -0.62968 -1.38162
C 6.33897 0.23553 -1.53361
C 5.09321 -0.20640 -2.04542
C 4.00632 0.66802 -2.17926
C 4.99030 -1.56902 -2.42502
C 6.04748 -2.43950 -2.27639
H 8.35598 -0.29848 -0.99812
H 6.45364 1.27810 -1.26235
H 3.05034 0.32765 -2.55325
H 4.11885 1.72093 -1.95903
H 4.06635 -1.91861 -2.86829
H 5.98212 -3.47606 -2.57927
F -1.20859 -1.30782 -0.47915
Sb -2.74601 -2.53072 -0.77143
F -2.64297 -2.03086 -2.57230
F -1.40179 -3.83412 -1.01073
F -4.16276 -3.70725 -0.99941
F -2.60584 -2.85517 1.09233
F -3.83390 -1.03208 -0.41650

Forces on atoms 1 to 3 (eV/Å):
Fe 0.048 -0.258 0.014
C 0.016 0.017 0.009
C 0.001 -0.026 -0.048

Results
Spin multiplicity: 5
Maximum force: 0.26 eV Å⁻¹
HOMO energy (spin up / spin down): -9.883 / -11.147 eV
Charge: +1
Energy: -4645.0594 hartree
Energy above the lowest of the compared OMol25 structures with the same formula, charge and spin: 0.0 kcal/mol

***

Record 2
A structure of composition C17H30BrCoN3P2 in a non-equilibrium geometry. Source: OMol25; level of theory: ωB97M-V with the def2-TZVPD basis set.

Element x y z (Å)
Co 0.04066 -1.26832 -0.37391
C 3.51750 -1.19557 0.58052
P 2.30010 -0.85046 -0.67946
C 2.49925 0.99123 -0.79544
C 2.65415 -1.27920 -2.52217
C 1.45825 -0.86315 -3.30549
P -0.21799 -1.57813 -2.76797
C -1.53752 -0.65269 -3.67453
C -0.22235 -3.27573 -3.49360
H 3.03071 -1.02514 1.48989
H 4.41620 -0.59768 0.56199
H 3.89013 -2.27578 0.59324
H 3.43846 1.31230 -1.19840
H 2.44166 1.45630 0.18549
H 1.62337 1.29318 -1.37418
H 2.81582 -2.38611 -2.38242
H 3.58258 -0.83394 -2.96698
H 1.51148 -1.22053 -4.33627
H 1.46658 0.20476 -3.37857
H -1.38405 -0.86273 -4.80709
H -1.39575 0.38439 -3.35779
H -2.48902 -1.05463 -3.25518
H 0.12335 -3.31312 -4.52665
H -1.28071 -3.66433 -3.48615
H 0.51558 -3.96010 -2.98990
N -0.44307 0.52821 0.28064
C -0.77238 1.55068 0.69994
N -0.84482 2.68742 1.24108
C -2.08904 3.04034 1.99783
C -1.71152 3.94906 3.12475
C -0.94928 5.19253 2.64400
C 0.32442 4.77763 1.89936
C -0.05549 3.79353 0.73222
H -2.51959 2.05868 2.28345
H -2.75814 3.58107 1.31926
H -1.06564 3.35156 3.73635
H -2.75190 4.23042 3.72758
H -0.66149 5.75460 3.56504
H -1.53155 5.96263 2.07928
H 1.08572 4.24054 2.49363
H 0.78545 5.65385 1.53468
H 0.80735 3.33314 0.24324
H -0.66507 4.27779 -0.03117
Br 1.52233 -4.26721 0.65294
C -0.23653 -3.84601 1.18868
C -0.93240 -4.81860 1.89254
C -2.27108 -4.58586 2.24439
C -2.82791 -3.37308 1.92535
C -2.02174 -2.39971 1.42898
N -0.71748 -2.66312 1.01404
H -0.46160 -5.73174 2.24223
H -2.86335 -5.32077 2.73165
H -3.81447 -3.09157 2.17521
H -2.35815 -1.35083 1.19385

Forces on atoms 1 to 3 (eV/Å):
Co -0.363 -0.464 0.176
C 1.896 -2.703 -1.034
P 1.110 1.820 -1.507

Results
Spin multiplicity: 4
Maximum force: 3.46 eV Å⁻¹
HOMO energy (spin up / spin down): -14.626 / -15.389 eV
Charge: +2
Energy: -5469.0042 hartree
Energy above the lowest of the compared OMol25 structures with the same formula, charge and spin: 0.0 kcal/mol

***

- Among the records above, which one has the lowest energy?
  C17H30BrCoN3P2

***

- Look up the energy of the first one.
  -4645.0594 hartree

***

Repeat the second record exactly.
A structure of composition C17H30BrCoN3P2 in a non-equilibrium geometry. Source: OMol25; level of theory: ωB97M-V with the def2-TZVPD basis set.

Element x y z (Å)
Co 0.04066 -1.26832 -0.37391
C 3.51750 -1.19557 0.58052
P 2.30010 -0.85046 -0.67946
C 2.49925 0.99123 -0.79544
C 2.65415 -1.27920 -2.52217
C 1.45825 -0.86315 -3.30549
P -0.21799 -1.57813 -2.76797
C -1.53752 -0.65269 -3.67453
C -0.22235 -3.27573 -3.49360
H 3.03071 -1.02514 1.48989
H 4.41620 -0.59768 0.56199
H 3.89013 -2.27578 0.59324
H 3.43846 1.31230 -1.19840
H 2.44166 1.45630 0.18549
H 1.62337 1.29318 -1.37418
H 2.81582 -2.38611 -2.38242
H 3.58258 -0.83394 -2.96698
H 1.51148 -1.22053 -4.33627
H 1.46658 0.20476 -3.37857
H -1.38405 -0.86273 -4.80709
H -1.39575 0.38439 -3.35779
H -2.48902 -1.05463 -3.25518
H 0.12335 -3.31312 -4.52665
H -1.28071 -3.66433 -3.48615
H 0.51558 -3.96010 -2.98990
N -0.44307 0.52821 0.28064
C -0.77238 1.55068 0.69994
N -0.84482 2.68742 1.24108
C -2.08904 3.04034 1.99783
C -1.71152 3.94906 3.12475
C -0.94928 5.19253 2.64400
C 0.32442 4.77763 1.89936
C -0.05549 3.79353 0.73222
H -2.51959 2.05868 2.28345
H -2.75814 3.58107 1.31926
H -1.06564 3.35156 3.73635
H -2.75190 4.23042 3.72758
H -0.66149 5.75460 3.56504
H -1.53155 5.96263 2.07928
H 1.08572 4.24054 2.49363
H 0.78545 5.65385 1.53468
H 0.80735 3.33314 0.24324
H -0.66507 4.27779 -0.03117
Br 1.52233 -4.26721 0.65294
C -0.23653 -3.84601 1.18868
C -0.93240 -4.81860 1.89254
C -2.27108 -4.58586 2.24439
C -2.82791 -3.37308 1.92535
C -2.02174 -2.39971 1.42898
N -0.71748 -2.66312 1.01404
H -0.46160 -5.73174 2.24223
H -2.86335 -5.32077 2.73165
H -3.81447 -3.09157 2.17521
H -2.35815 -1.35083 1.19385

Forces on atoms 1 to 3 (eV/Å):
Co -0.363 -0.464 0.176
C 1.896 -2.703 -1.034
P 1.110 1.820 -1.507

Results
Spin multiplicity: 4
Maximum force: 3.46 eV Å⁻¹
HOMO energy (spin up / spin down): -14.626 / -15.389 eV
Charge: +2
Energy: -5469.0042 hartree
Energy above the lowest of the compared OMol25 structures with the same formula, charge and spin: 0.0 kcal/mol